A single C2H4N4O molecule, computed with ωB97M-V/def2-TZVPD.

```
! RIJCOSX wB97M-V def2-TZVPD def2/J DEFGRID3
* xyz 0 1
N -2.13886 0.58039 0.01992
C -0.78858 0.30749 0.12629
N 0.01115 0.99973 0.90559
N 1.20975 0.35787 0.71884
C 1.04695 -0.63852 -0.16711
O 2.07042 -1.37964 -0.61133
N -0.20421 -0.72545 -0.55700
H -2.39513 1.48317 0.39646
H -2.51440 0.41726 -0.90307
H 1.99347 0.65551 1.27545
H 1.70945 -2.05780 -1.20405
*
```

Results
**Largest force on an atom**: 0.41 eV/A
**HOMO-LUMO gap**: 9.28 eV
**Relative energy (zero: lowest compared OMol25 entry of this formula, charge and spin)**: 4.12 kcal per mole
**SMILES**: Nc1n[nH]c(O)n1

---

2 unconnected molecules or ions with the total composition C5H8O, computed with ωB97M-V/def2-TZVPD.

```
! RIJCOSX wB97M-V def2-TZVPD def2/J DEFGRID3
* xyz 0 1
C 1.78425 0.17218 0.00224
C 0.66729 0.26821 -0.70982
C -0.29762 -0.86875 -0.93248
C -1.54383 -0.76825 -0.08442
O -1.33884 -0.85577 1.35597
C -1.71268 0.30966 0.94348
H 0.46886 2.50365 1.61497
H 2.42194 1.03371 0.18417
H 2.10301 -0.77306 0.43552
H 0.39477 1.23099 -1.14166
H 0.19050 -1.83022 -0.72627
H -0.63296 -0.88999 -1.97615
H -2.42466 -1.31945 -0.40761
H -0.18850 2.15422 1.57898
*
```

Results
**Largest force on an atom**: 0.40 eV/A
**HOMO-LUMO gap**: 10.16 eV
**Relative energy (zero: lowest compared OMol25 entry of this formula, charge and spin)**: 117.50 kcal per mole

---

2 unconnected molecules or ions with the total composition C6H5N7O6 in a non-equilibrium geometry, computed with ωB97M-V/def2-TZVPD.

```
! RIJCOSX wB97M-V def2-TZVPD def2/J DEFGRID3
* xyz 0 1
O -2.92131 -2.67360 -0.44423
N -2.43442 -1.58581 -0.70282
C -1.66970 -0.64099 -0.03944
C -1.41682 0.40726 -0.93812
N -2.00881 0.18160 -2.14579
O -2.62473 -1.03483 -1.99445
C -0.61697 1.53506 -0.52115
N -0.29343 2.62367 -1.48792
O 0.39416 2.32998 -2.47820
O -0.71037 3.77055 -1.23975
C -0.12429 1.58891 0.78646
C -0.37867 0.50843 1.63753
N -0.02457 0.30722 2.97737
O 0.64090 0.96035 3.76375
O -0.61612 -0.90528 3.37261
N -1.31768 -1.48415 2.33209
C -1.15779 -0.61651 1.28596
H 0.49848 2.40139 1.16424
N -2.08994 3.90041 2.02773
N -3.49983 3.55905 2.07643
H -2.02994 4.79386 1.54064
H -1.79833 4.03610 2.99349
H -3.78385 3.45231 1.10387
H -3.53718 2.64198 2.51829
*
```

Results
**Largest force on an atom**: 3.08 eV/A
**HOMO-LUMO gap**: 6.72 eV
**Relative energy (zero: lowest compared OMol25 entry of this formula, charge and spin)**: 0.00 kcal per mole

---

2 unconnected molecules or ions with the total composition C4H11NO2 in a non-equilibrium geometry, computed with ωB97M-V/def2-TZVPD.

```
! RIJCOSX wB97M-V def2-TZVPD def2/J DEFGRID3
* xyz 0 1
C 1.44147 1.45889 -0.42980
C 2.00185 0.41035 -1.40354
N 1.17112 -0.59221 -1.79355
O 3.18788 0.38131 -1.67763
H 1.73404 2.47199 -0.73461
H 1.69569 1.21510 0.59431
H 0.34358 1.45821 -0.54772
H 1.60115 -1.42216 -2.14334
H 0.17745 -0.46926 -1.67312
C -1.68140 -0.09299 1.85727
C -0.97404 -0.98874 0.82861
O -1.64027 -0.60334 -0.41858
H -2.51226 0.44858 1.44002
H -0.99090 0.65618 2.27755
H -2.03826 -0.55699 2.77701
H 0.05462 -0.72875 0.58093
H -1.04655 -2.07780 0.92515
H -2.52518 -0.96840 -0.45897
*
```

Results
**Largest force on an atom**: 2.32 eV/A
**HOMO-LUMO gap**: 10.11 eV
**Relative energy (zero: lowest compared OMol25 entry of this formula, charge and spin)**: 21.31 kcal per mole
**SMILES**: CC(N)=O.CCO